# 1
ORCA calculation (ωB97M-V/def2-TZVPD) on C10H34AsF6N3O4 as an isolated structure at a distorted geometry.

Geometry as XYZ:
```
58
Properties=species:S:1:pos:R:3
N 0.31958 -0.09261 -0.80606
H -0.04674 0.83938 -0.67452
H 1.28893 0.03825 -1.05772
H -0.28197 -0.54116 -1.48211
H 0.20722 -0.65000 0.02868
As -1.43012 -4.56327 -0.95646
F -0.95228 -5.07692 0.69444
F -0.16574 -5.70356 -1.57118
F -1.92381 -4.11772 -2.63149
F -2.54037 -3.39707 -0.22510
F -0.13232 -3.32844 -0.92764
F -2.74688 -5.85739 -0.95434
C 3.57023 -0.73631 -0.51700
O 3.12080 -0.65158 -1.85909
H 4.65800 -0.69144 -0.46363
H 3.11050 0.04824 0.08401
H 3.33851 -1.66381 0.00659
H 3.57099 -1.35746 -2.32885
C -3.24180 -0.95406 -2.01340
O -1.96438 -0.54394 -2.59084
H -3.62164 -1.84007 -2.52212
H -3.07961 -1.20382 -0.96487
H -4.00864 -0.18998 -2.14084
H -2.17260 -0.50346 -3.52711
C 1.41247 1.24753 2.29635
C 1.28575 -0.19531 2.69767
C 0.70748 -0.45365 4.12365
O 0.54734 -1.84823 4.32907
C 0.26776 -2.20063 5.71631
N 0.45389 -0.89394 1.70799
H 1.84165 1.83044 3.11128
H 0.44419 1.72022 2.13176
H 2.00212 1.29076 1.38062
H 2.27852 -0.61976 2.84717
H -0.21788 0.01709 4.45562
H 1.54232 -0.17260 4.76565
H 1.13892 -1.96945 6.32929
H 0.21909 -3.28428 5.82317
H -0.63594 -1.66245 6.00231
H -0.54682 -0.80289 1.80998
H 0.60594 -1.88060 1.86122
C -1.00174 4.74706 -0.84597
C -1.26682 3.20134 -1.13618
C -0.87907 2.85742 -2.59410
O 0.52015 2.60104 -2.65443
C 0.94886 1.94271 -3.80711
N -0.59435 2.44054 -0.07964
H -1.43452 5.09913 0.09043
H -1.54039 5.27182 -1.63500
H 0.03503 5.07792 -0.90732
H -2.30011 2.87445 -1.01973
H -1.13702 3.68629 -3.25330
H -1.40639 1.95674 -2.90840
H 2.03799 1.92024 -3.76981
H 0.72956 2.48467 -4.72705
H 0.62363 0.91157 -3.66897
H -1.35341 2.28161 0.56741
H -0.20405 3.26142 0.36072
```

The HOMO-LUMO gap comes out at 10.3 eV. The value obtained for the total energy is -3701.6005 a.u. The HOMO energy comes out at -10.32 eV.

Which charges does Löwdin predict for the atoms? In e, they are: number 1, N, carries 0.296; number 2, H, carries 0.045; number 3, H, carries 0.084; number 4, H, carries 0.088; number 5, H, carries 0.041; number 6, As, carries 0.908; number 7, F, carries -0.306; number 8, F, carries -0.305; number 9, F, carries -0.297; number 10, F, carries -0.291; number 11, F, carries -0.314; number 12, F, carries -0.317; number 13, C, carries -0.153; number 14, O, carries -0.118; number 15, H, carries 0.085; number 16, H, carries 0.052; number 17, H, carries 0.087; number 18, H, carries 0.092; number 19, C, carries -0.112; number 20, O, carries -0.161; number 21, H, carries 0.080; number 22, H, carries 0.065; number 23, H, carries 0.072; number 24, H, carries 0.080; number 25, C, carries -0.061; number 26, C, carries -0.389; number 27, C, carries -0.209; number 28, O, carries -0.213; number 29, C, carries -0.064; number 30, N, carries 0.041; number 31, H, carries 0.086; number 32, H, carries 0.059; number 33, H, carries 0.062; number 34, H, carries 0.143; number 35, H, carries 0.126; number 36, H, carries 0.117; number 37, H, carries 0.081; number 38, H, carries 0.090; number 39, H, carries 0.087; number 40, H, carries 0.106; number 41, H, carries 0.099; number 42, C, carries -0.042; number 43, C, carries -0.360; number 44, C, carries -0.182; number 45, O, carries -0.206; number 46, C, carries -0.106; number 47, N, carries 0.019; number 48, H, carries 0.075; number 49, H, carries 0.071; number 50, H, carries 0.087; number 51, H, carries 0.135; number 52, H, carries 0.123; number 53, H, carries 0.101; number 54, H, carries 0.089; number 55, H, carries 0.094; number 56, H, carries 0.086; number 57, H, carries 0.090; number 58, H, carries 0.065



# 2
ORCA calculation (ωB97M-V/def2-TZVPD) on C10H34BeN16O14 as an isolated structure at a distorted geometry.

Geometry as XYZ:
```
75
Properties=species:S:1:pos:R:3
Be 5.10583 19.29936 8.76258
O 5.49281 16.14729 4.09770
C 6.73008 16.45921 4.41398
O 6.99129 17.12003 5.43818
O 7.69990 16.14117 3.73523
H 5.06868 16.60026 4.83018
O -0.09745 15.99330 8.75237
C 0.96556 16.73013 8.78697
O 1.02379 17.78181 9.45685
O 1.94257 16.46272 8.08270
H -0.50800 16.42596 9.50460
C 1.54538 18.50990 16.19656
O 1.71846 19.58023 16.77878
N 2.35782 17.88688 15.29895
N 0.33508 18.18107 16.06614
H 1.87718 17.34571 14.59451
H 3.21207 18.38218 15.08674
H 0.13429 17.39330 15.46681
H -0.37810 18.63080 16.62221
C -5.32363 16.59712 5.63731
O -6.26634 16.09786 6.17498
N -4.48996 17.45011 6.23664
N -5.07862 16.53864 4.38109
H -4.67078 17.50755 7.22866
H -3.69980 17.76567 5.69242
H -5.72974 16.18582 3.69432
H -4.25941 17.04936 4.08417
C 1.49131 12.31818 12.39377
O 1.14371 13.44441 12.61733
N 1.69499 11.41218 13.26060
N 1.81575 11.77757 11.27872
H 2.12149 10.51361 13.08519
H 1.59956 11.72589 14.21588
H 1.71574 12.31323 10.42833
H 2.18831 10.84184 11.20308
C -0.88073 17.61742 1.72282
O -1.32357 18.55151 2.33056
N -0.65619 17.57542 0.48769
N -0.19460 16.72709 2.39382
H -0.40776 16.67020 0.11493
H -1.19642 18.17295 -0.12159
H 0.38523 16.02971 1.94934
H 0.03497 16.84326 3.37050
C -0.99981 22.86200 7.12673
O -0.64016 23.61398 6.22068
N -0.44960 22.75693 8.34258
N -1.84145 21.86667 7.01104
H 0.38531 23.29170 8.53511
H -0.54460 21.92206 8.90297
H -2.10457 21.39596 7.86504
H -2.33884 21.88606 6.13222
C -4.61430 15.21717 14.15323
O -5.56302 15.82461 13.63752
N -4.12165 15.29661 15.42274
N -3.82845 14.44115 13.51350
H -4.42825 16.03857 16.03559
H -3.32413 14.71427 15.63474
H -4.02667 14.30178 12.53300
H -2.87856 14.21877 13.77495
C 0.75362 11.68390 4.92184
O 0.76487 10.73557 4.13273
N -0.29219 11.94606 5.55171
N 1.75998 12.44020 5.22525
H -1.11404 11.36865 5.44550
H -0.39742 12.77983 6.11194
H 2.63752 12.22010 4.77626
H 1.74104 13.31950 5.72181
C 3.84501 21.16120 3.57282
O 3.70564 20.56333 4.64787
N 3.65437 22.41993 3.49068
N 4.28666 20.53834 2.44433
H 3.09367 22.81651 4.23125
H 3.56039 22.91162 2.61346
H 4.43709 19.56257 2.65726
H 4.08940 20.86498 1.50918
```

The HOMO-LUMO gap comes out at 2.3 eV. The value obtained for the total energy is -2345.4434 a.u. The HOMO energy comes out at -8.93 eV.

Which charges does Löwdin predict for the atoms? In e, they are: number 1, Be, carries 0.514; number 2, O, carries 0.175; number 3, C, carries -0.805; number 4, O, carries 0.146; number 5, O, carries 0.194; number 6, H, carries 0.122; number 7, O, carries 0.173; number 8, C, carries -0.855; number 9, O, carries 0.092; number 10, O, carries 0.112; number 11, H, carries 0.125; number 12, C, carries -0.752; number 13, O, carries 0.008; number 14, N, carries 0.149; number 15, N, carries 0.149; number 16, H, carries 0.096; number 17, H, carries 0.107; number 18, H, carries 0.110; number 19, H, carries 0.133; number 20, C, carries -0.816; number 21, O, carries 0.054; number 22, N, carries 0.148; number 23, N, carries 0.165; number 24, H, carries 0.115; number 25, H, carries 0.100; number 26, H, carries 0.128; number 27, H, carries 0.105; number 28, C, carries -0.848; number 29, O, carries 0.049; number 30, N, carries 0.153; number 31, N, carries 0.160; number 32, H, carries 0.120; number 33, H, carries 0.126; number 34, H, carries 0.124; number 35, H, carries 0.117; number 36, C, carries -0.843; number 37, O, carries 0.042; number 38, N, carries 0.180; number 39, N, carries 0.151; number 40, H, carries 0.120; number 41, H, carries 0.132; number 42, H, carries 0.104; number 43, H, carries 0.116; number 44, C, carries -0.741; number 45, O, carries 0.018; number 46, N, carries 0.134; number 47, N, carries 0.149; number 48, H, carries 0.108; number 49, H, carries 0.099; number 50, H, carries 0.109; number 51, H, carries 0.123; number 52, C, carries -0.736; number 53, O, carries 0.019; number 54, N, carries 0.136; number 55, N, carries 0.143; number 56, H, carries 0.107; number 57, H, carries 0.093; number 58, H, carries 0.125; number 59, H, carries 0.113; number 60, C, carries -0.832; number 61, O, carries 0.010; number 62, N, carries 0.170; number 63, N, carries 0.169; number 64, H, carries 0.134; number 65, H, carries 0.119; number 66, H, carries 0.119; number 67, H, carries 0.111; number 68, C, carries -0.753; number 69, O, carries -0.014; number 70, N, carries 0.171; number 71, N, carries 0.152; number 72, H, carries 0.128; number 73, H, carries 0.118; number 74, H, carries 0.100; number 75, H, carries 0.102



Number 1: LUMO energy 0.0004 Ha. Number 2: LUMO energy -0.2430 Ha.